# 1
This record from the OMol25 dataset describes the molecule CH2F3NS at a distorted geometry. The level of theory is ωB97M-V with the def2-TZVPD basis set.

Geometry as XYZ:
```
8
CH2F3NS ωB97M-V with the def2-TZVPD basis set
C -0.20542 -0.26567 0.08976
N -2.46049 -1.08488 -0.09909
F -3.76590 -1.02631 -0.59578
F -1.83488 1.12907 1.34827
F -2.75900 1.32789 -0.88159
S -1.74896 0.20744 0.00813
H 0.43309 0.53910 0.24086
H -0.11167 -0.87754 -0.72454
```

The energy above the lowest of the compared OMol25 structures with the same formula, charge and spin comes out at 4.685 eV. For the LUMO energy (spin up / spin down), the calculation gives 0.7 / -3.5 eV. The gap between HOMO and LUMO (spin up / spin down) is 8.35 / 8.00 eV. Its spin multiplicity is 3.

***

# 2
This record from the OMol25 dataset describes a 2-piece molecular cluster, C4H12 overall at a distorted geometry. The level of theory is ωB97M-V with the def2-TZVPD basis set.

Geometry as XYZ:
```
16
C4H12 ωB97M-V with the def2-TZVPD basis set
C -0.74549 -1.07994 2.74394
C 0.20321 -0.39446 1.82003
H -1.57048 -1.67146 2.48429
H -0.19845 -1.85899 3.28608
H -1.38318 -0.29008 3.39070
H 0.51773 -1.01826 0.97925
H 1.15558 -0.33918 2.38261
H -0.02790 0.52408 1.29744
C 0.28065 0.07504 -2.23537
C 0.18943 1.55829 -2.33882
H 0.54570 -0.40917 -3.17473
H 1.26717 -0.20511 -1.69871
H -0.64140 -0.44871 -2.21163
H -0.40717 1.80834 -1.37328
H 1.25836 1.97067 -2.21476
H -0.44375 1.77897 -3.13704
```

The energy above the lowest of the compared OMol25 structures with the same formula, charge and spin comes out at 1.831 eV. For the LUMO energy (spin up / spin down), the calculation gives 4.2 / 4.3 eV. The gap between HOMO and LUMO (spin up / spin down) is 2.68 / 11.12 eV. As for the total charge: -1. Its spin multiplicity is 2.

***

# 3
This record from the OMol25 dataset describes a 3-piece molecular cluster, C3H11NO2 overall at a distorted geometry. The level of theory is ωB97M-V with the def2-TZVPD basis set.

Geometry as XYZ:
```
17
C3H11NO2 ωB97M-V with the def2-TZVPD basis set
C -0.39027 -0.37778 1.48389
C -0.99354 -0.71195 0.29820
C -2.40161 -0.22155 -0.06238
N -0.27336 -1.31332 -0.72252
H 0.55401 -0.84725 1.68635
H -0.73139 0.33254 2.21111
H -3.14827 -0.74069 0.63538
H -2.77810 -0.33666 -1.05797
H -2.47126 0.87126 0.34472
H 0.04616 -0.76215 -1.49715
H 0.47249 -1.95886 -0.56498
O 2.55666 -0.31542 -1.69501
H 3.51610 -0.20008 -1.72615
H 2.20752 0.28432 -1.02900
O 1.52920 1.83609 0.41836
H 1.66793 2.78147 0.52482
H 0.63774 1.68004 0.75235
```

The energy above the lowest of the compared OMol25 structures with the same formula, charge and spin comes out at 1.079 eV. For the LUMO energy, the calculation gives 0.6 eV. The gap between HOMO and LUMO is 8.82 eV.

***

# 4
This record from the OMol25 dataset describes an isolated ion of composition CH4NO2 and charge +1 at a distorted geometry. The level of theory is ωB97M-V with the def2-TZVPD basis set.

Geometry as XYZ:
```
8
CH4NO2 ωB97M-V with the def2-TZVPD basis set
C -1.00364 0.09087 0.66986
N 0.34577 0.14309 -0.17134
O -1.70825 1.48364 2.79429
O -1.01669 0.99015 1.61470
H -1.95181 -0.44470 0.31641
H 0.35776 1.05586 -0.71329
H 0.20678 -0.66397 -0.82234
H 0.97426 0.30707 0.65460
```

The energy above the lowest of the compared OMol25 structures with the same formula, charge and spin comes out at 7.914 eV. For the LUMO energy (spin up / spin down), the calculation gives -6.7 / -6.7 eV. The gap between HOMO and LUMO (spin up / spin down) is 8.40 / 8.40 eV. As for the total charge: +1.

***

# 5
This record from the OMol25 dataset describes an isolated ion of composition C2HBrFOS2 and charge -1 at a distorted geometry. The level of theory is ωB97M-V with the def2-TZVPD basis set.

Geometry as XYZ:
```
8
C2HBrFOS2 ωB97M-V with the def2-TZVPD basis set
C -0.25881 0.98717 -1.15381
C -0.04292 0.05619 -0.26034
O -0.53755 1.72337 -2.00941
F -0.73433 1.08300 1.95829
S 1.94214 0.16538 -0.02593
S -1.07380 -0.51412 1.01467
Br -1.48176 -2.47423 -0.13861
H 2.18702 -1.02675 0.61515
```

The energy above the lowest of the compared OMol25 structures with the same formula, charge and spin comes out at 0.877 eV. For the LUMO energy, the calculation gives 3.1 eV. The gap between HOMO and LUMO is 7.51 eV. As for the total charge: -1.

***

# 6
This record from the OMol25 dataset describes a 8-piece molecular cluster, C17H21B2Br8NO19 overall at a distorted geometry. The level of theory is ωB97M-V with the def2-TZVPD basis set.

Geometry as XYZ:
```
68
C17H21B2Br8NO19 ωB97M-V with the def2-TZVPD basis set
N 1.26895 1.45339 0.48691
H 1.34039 2.29225 1.04487
H 0.76456 1.57153 -0.38011
H 0.84213 0.66444 0.95112
H 2.16700 1.17861 0.11529
O -4.87196 -4.65176 -5.75801
C -4.53109 -5.07575 -4.63201
O -4.42415 -4.43326 -3.45292
B -3.57774 -5.22779 -2.59550
O -3.54627 -6.60152 -3.16026
C -3.95383 -6.48238 -4.39706
O -3.85862 -7.35359 -5.25064
O -2.29860 -4.51897 -2.24666
C -2.20317 -4.24763 -0.96035
O -1.40074 -3.44363 -0.41560
C -3.43045 -4.88802 -0.24676
O -4.22176 -5.30744 -1.21011
O -3.70153 -4.84153 0.98743
O 1.97518 -7.66740 -1.03726
C 2.95206 -7.00483 -1.42124
O 3.58685 -6.17837 -0.73404
B 4.41136 -5.25026 -1.55740
O 4.13380 -5.80575 -2.91411
C 3.30495 -6.83050 -2.92636
O 2.82693 -7.52117 -3.88371
O 5.85449 -5.14836 -1.22440
C 6.21896 -3.94532 -1.22296
O 7.39847 -3.61157 -1.06906
C 4.97875 -3.04231 -1.33200
O 3.96038 -3.86970 -1.55143
O 4.90275 -1.80286 -1.26745
O -3.42054 2.17515 -3.29696
C -2.47292 1.55757 -3.99337
O -2.82979 0.84039 -4.89245
O -1.30749 1.41142 -3.57470
H -4.06372 1.72844 -3.85227
Br 1.63587 -3.49763 5.91166
C 0.86882 -2.80938 7.60620
C -0.43507 -2.22515 7.09362
Br -0.01969 -0.56472 5.94447
H 1.60441 -2.10713 7.99843
H 0.63543 -3.59231 8.32777
H -0.96934 -1.82121 7.95354
H -1.12464 -2.90060 6.58729
Br -4.53479 3.22594 2.29092
C -5.20328 1.30641 2.04386
C -6.70628 1.24604 1.65801
Br -7.13467 -0.59177 1.50550
H -4.99832 0.76155 2.96539
H -4.53379 0.84357 1.31882
H -6.99128 1.79146 0.75835
H -7.20097 1.66714 2.53327
Br 2.02871 6.43052 4.28807
C 1.84325 8.38039 4.68872
C 2.94432 9.14234 3.90039
Br 2.63592 11.04668 4.02639
H 1.91658 8.51969 5.76729
H 0.86082 8.68250 4.32585
H 3.02533 8.99233 2.82380
H 3.85514 8.73250 4.33689
Br 3.97005 7.92123 -6.13515
C 3.54126 7.78154 -4.21644
C 2.25492 7.08158 -4.14644
Br 1.64617 6.85991 -2.30145
H 3.64363 8.76117 -3.74958
H 4.36255 7.12114 -3.93812
H 2.30045 6.07686 -4.56664
H 1.50488 7.61617 -4.72933
```

The energy above the lowest of the compared OMol25 structures with the same formula, charge and spin comes out at 7.105 eV. For the LUMO energy, the calculation gives 1.2 eV. The gap between HOMO and LUMO is 3.79 eV. As for the total charge: -2.

***

# 7
This record from the OMol25 dataset describes the molecule C4H8O2 at a distorted geometry. The level of theory is ωB97M-V with the def2-TZVPD basis set.

Geometry as XYZ:
```
14
C4H8O2 ωB97M-V with the def2-TZVPD basis set
C 0.22786 -1.43059 -0.36816
C -0.56305 -0.18726 -0.21589
O -1.86445 -0.52858 0.34067
C 0.02583 0.84186 0.68979
C 1.21302 1.58241 0.15136
O 1.73516 1.20797 -0.90503
H 0.57810 -1.82053 0.60060
H 1.08688 -1.18683 -1.00981
H -0.36295 -2.27140 -0.86463
H -0.76021 0.21474 -1.22874
H -2.51075 -0.75711 -0.51979
H 0.33547 0.33962 1.62666
H -0.69954 1.53981 0.98338
H 1.55864 2.45588 0.71959
```

The energy above the lowest of the compared OMol25 structures with the same formula, charge and spin comes out at 1.699 eV. For the LUMO energy, the calculation gives 0.8 eV. The gap between HOMO and LUMO is 10.88 eV.

***

# 8
This record from the OMol25 dataset describes a 2-piece molecular cluster, C2HF2O3S overall at a distorted geometry. The level of theory is ωB97M-V with the def2-TZVPD basis set.

Geometry as XYZ:
```
9
C2HF2O3S ωB97M-V with the def2-TZVPD basis set
C -0.74839 1.34619 0.63968
C -1.02292 0.12781 0.05990
O 1.65478 -2.59649 -0.22220
O -0.43923 1.65334 1.80421
O 2.78478 -0.46835 -0.93368
F -1.39055 -0.04902 -1.27094
F -1.64646 -0.84827 0.83866
S 1.54078 -1.31820 -0.86362
H -0.73279 2.15298 -0.05201
```

The energy above the lowest of the compared OMol25 structures with the same formula, charge and spin comes out at 1.895 eV. For the LUMO energy (spin up / spin down), the calculation gives 2.7 / 2.7 eV. The gap between HOMO and LUMO (spin up / spin down) is 5.86 / 5.86 eV. As for the total charge: -1.

***

# 9
This record from the OMol25 dataset describes a 2-piece molecular cluster, C10H15N2O overall at a distorted geometry. The level of theory is ωB97M-V with the def2-TZVPD basis set.

Geometry as XYZ:
```
28
C10H15N2O ωB97M-V with the def2-TZVPD basis set
C 3.53667 0.52932 0.62620
C 3.44663 -0.86703 0.60599
C 2.43631 1.33105 0.16348
C 2.42334 -1.53391 0.00227
C 1.36129 0.62530 -0.33921
C 1.33239 -0.74783 -0.41956
C -0.63498 -0.06244 -1.05025
C -0.36919 2.42679 -0.65563
C -3.05905 0.11335 0.18462
C -2.00153 -2.08706 0.52759
N 0.08443 1.04773 -0.76180
N -1.78580 -0.62890 0.48588
O 0.16574 -1.16652 -1.05265
H 4.48913 1.01758 0.92083
H 4.26799 -1.37831 1.03534
H 2.40880 2.51340 0.09733
H 2.29232 -2.59516 0.21900
H -1.51953 0.01460 -1.68612
H -0.53565 2.80740 0.37278
H 0.18214 3.15671 -1.17713
H -1.28855 2.37308 -1.19510
H -3.61443 -0.55809 -0.50196
H -3.73302 -0.08519 1.10049
H -2.69186 1.11386 -0.16796
H -2.39375 -2.28569 -0.37043
H -0.98268 -2.42655 0.51496
H -2.66941 -2.39051 1.35092
H -1.14778 -0.25700 1.17013
```

The energy above the lowest of the compared OMol25 structures with the same formula, charge and spin comes out at 1.083 eV. For the LUMO energy, the calculation gives -2.7 eV. The gap between HOMO and LUMO is 9.60 eV. As for the total charge: +1.